No. 1
{"formula": "C27H51F3IN8O6P3SSi", "method": "ωB97M-V/def2-TZVPD", "lumo_ev": -2.80, "orbital_gap_ha": 0.174, "multiplicity": 1, "homo_energy_ha": -0.2771, "smiles": "C[Si](C)(C)c1c(I)c(OC#N)c2c(c1C[C@H](O)C(F)(F)F)C(=O)N([PH2]=S)C2=O.CN(C)P(=O)(N(C)C)N(C)C.CN(C)P(=O)(N(C)C)N(C)C", "species": ["N", "P", "C", "C", "C", "C", "H", "N", "O", "H", "C", "H", "H", "N", "H", "C", "H", "H", "O", "H", "H", "H", "C", "H", "F", "H", "C", "H", "H", "H", "H", "C", "Si", "H", "C", "H", "H", "H", "H", "H", "N", "H", "C", "N", "O", "C", "H", "I", "C", "C", "C", "H", "H", "C", "H", "H", "H", "H", "C", "P", "C", "C", "H", "C", "H", "O", "P", "H", "H", "H", "H", "H", "C", "N", "S", "H", "F", "H", "O", "H", "H", "O", "N", "H", "C", "N", "H", "H", "C", "F", "C", "H", "H", "H", "C", "H", "C", "H", "H", "C", "H"], "xyz": [[-0.161, -1.060, -8.726], [1.080, -0.243, -7.885], [0.312, 1.110, 4.212], [-3.570, 2.585, -1.158], [-1.245, -1.882, -8.222], [0.543, -1.674, 5.919], [-3.568, 1.490, -1.190], [1.298, -1.686, -6.866], [2.492, 0.868, 1.392], [-3.204, 2.943, -0.201], [1.995, -2.815, -7.462], [1.344, 3.908, -0.841], [-4.614, 2.918, -1.193], [2.149, 4.033, 4.690], [2.178, 1.837, -6.444], [0.854, -3.110, 6.662], [0.718, -0.067, -1.147], [0.969, 2.192, -5.216], [0.241, 2.400, 3.446], [-0.335, 0.824, 0.574], [0.735, -2.460, -10.051], [2.696, -3.280, -6.760], [0.202, -1.502, -10.077], [-1.832, -1.382, -7.456], [4.331, -3.628, 8.597], [-1.165, 1.413, -5.430], [1.190, 3.372, 4.078], [0.591, 0.540, -2.784], [-1.397, -0.219, -5.936], [-1.503, 4.468, 0.155], [-3.715, 0.290, 7.013], [1.409, -1.353, 4.564], [-1.686, -0.870, 7.984], [-0.676, -1.606, -10.721], [0.788, -1.965, -5.538], [1.293, -3.580, -7.805], [-0.074, 0.297, 9.690], [1.522, 1.457, -1.597], [-2.227, 5.296, -1.248], [1.077, 5.341, -1.854], [0.468, 0.579, -6.502], [-4.057, 2.236, -3.709], [-0.653, 1.745, 0.070], [-0.585, 1.605, -1.372], [2.864, -4.782, 6.397], [1.101, 1.881, -6.256], [-3.120, 3.623, -4.299], [-1.909, 2.586, 6.060], [-0.964, 0.723, -6.259], [-0.762, -0.650, 9.702], [0.849, 4.275, -1.744], [-3.386, -2.864, 8.335], [0.449, -3.201, 7.756], [1.364, -0.001, 3.643], [0.675, 2.665, -6.899], [1.301, 3.772, -2.606], [2.052, -5.300, 6.124], [0.957, -1.138, -4.843], [-3.341, 0.072, 8.125], [3.358, -2.053, 1.056], [2.493, -3.407, 6.849], [-0.620, 0.852, 5.556], [-1.482, 1.107, -7.145], [2.406, -0.026, 2.380], [-1.608, -0.526, 10.535], [2.894, -3.461, 3.661], [-1.190, 2.621, -2.604], [1.296, -2.822, -5.078], [0.332, -3.965, 6.030], [-0.017, 2.546, 0.453], [-4.512, 3.888, -3.255], [2.591, -2.491, -8.323], [0.619, 0.851, -1.735], [-2.791, 3.149, -2.256], [5.231, -2.110, 0.446], [-3.253, 1.134, 8.636], [2.632, -2.010, 9.041], [-0.907, -2.845, -7.835], [-1.717, 1.397, -3.393], [-2.251, -3.097, 6.844], [-4.213, -0.583, 8.608], [0.891, 1.013, -8.771], [-0.584, 4.028, -1.697], [-1.584, -3.427, 8.666], [-2.259, -2.756, 7.985], [3.243, -1.270, 2.687], [3.162, -2.565, 6.388], [2.627, -1.354, 0.030], [-1.292, 4.932, -0.813], [2.127, -4.449, 9.240], [2.524, -2.182, 3.704], [0.858, -0.776, -10.568], [-0.711, 5.839, -0.607], [-1.977, -2.101, -9.010], [2.846, -3.395, 8.484], [-0.278, -2.206, -5.557], [-3.661, 3.224, -3.436], [2.878, -3.423, 1.053], [-1.667, 1.900, 0.432], [-0.580, -0.554, 6.461], [-0.192, -1.655, 9.968]]}

No. 2
{"formula": "C27H51NO23S2", "method": "ωB97M-V/def2-TZVPD", "lumo_ev": [-6.00, -9.58], "total_charge": 1, "orbital_gap_ha": [0.217, 0.085], "multiplicity": 2, "homo_energy_ha": [-0.4373, -0.4373], "species": ["O", "C", "C", "C", "O", "N", "H", "H", "C", "H", "H", "H", "O", "H", "H", "C", "H", "S", "H", "O", "O", "H", "C", "O", "C", "H", "H", "H", "O", "H", "H", "H", "H", "O", "H", "H", "H", "H", "H", "O", "H", "H", "H", "H", "C", "C", "H", "O", "O", "O", "S", "H", "H", "H", "H", "C", "C", "C", "H", "H", "C", "O", "O", "H", "H", "O", "C", "O", "H", "C", "C", "C", "C", "H", "H", "H", "H", "H", "C", "C", "O", "H", "C", "H", "O", "C", "H", "H", "C", "O", "H", "O", "C", "O", "C", "H", "O", "H", "O", "C", "H", "H", "C", "H"], "xyz": [[17.372, 8.273, -1.952], [21.770, 3.463, -10.037], [13.989, 7.543, -2.287], [18.691, 8.387, -2.511], [14.207, 4.200, -6.756], [25.364, 12.808, -5.756], [22.969, 1.242, 0.938], [18.710, 9.034, -3.387], [22.369, 12.928, -4.421], [21.124, 6.796, -1.648], [27.655, 2.898, 0.281], [22.514, 4.241, -9.869], [21.297, 4.739, 1.614], [19.804, 6.297, -0.653], [18.534, 10.353, -5.744], [21.523, 4.208, 0.476], [18.990, 7.360, -2.721], [22.605, 1.613, -6.599], [23.981, 4.149, -3.370], [24.483, 4.483, -1.330], [23.663, 0.870, -7.214], [13.746, 6.480, -2.270], [23.416, 11.259, -8.644], [16.457, 8.017, -3.909], [16.395, 8.019, -2.723], [19.255, 10.803, -7.273], [13.392, 8.049, -1.529], [22.685, 1.737, -9.435], [21.106, 6.572, -5.410], [21.894, 1.901, 2.080], [26.614, 2.419, 1.639], [26.545, 1.474, 0.168], [22.912, 12.026, -4.704], [16.324, 5.709, -6.713], [21.873, 12.740, -3.468], [24.211, 8.406, -6.987], [24.850, 5.699, -2.963], [21.819, 3.108, -11.066], [19.951, 9.476, -6.296], [22.015, 2.988, 0.296], [23.126, 5.439, -2.590], [14.758, 6.204, -4.770], [21.350, 0.008, -5.456], [22.192, 4.794, -5.705], [25.535, 3.672, -1.220], [18.541, 6.757, -6.639], [21.735, 9.781, -2.615], [21.368, 13.410, -5.297], [22.864, 2.348, -5.354], [19.978, 13.099, -7.113], [14.660, 5.592, -6.955], [23.166, 13.651, -4.248], [13.606, 8.001, -3.199], [22.816, 11.618, -9.468], [23.472, 2.670, 1.846], [14.028, 6.506, -5.521], [24.192, 9.475, -7.137], [19.485, 10.461, -6.264], [18.955, 5.793, -6.935], [20.975, -0.118, -7.210], [24.813, 10.412, -6.399], [14.253, 6.340, -8.182], [26.254, 3.252, -2.176], [21.441, 6.728, -0.068], [23.087, 9.199, -8.973], [20.285, 11.434, -5.611], [21.683, 5.526, -6.332], [21.939, 2.683, -7.727], [20.965, 1.556, -9.227], [22.631, 2.200, 1.335], [21.137, 0.560, -6.372], [20.477, 12.680, -6.089], [22.023, 7.178, -4.672], [13.004, 6.202, -5.304], [17.116, 7.226, -8.093], [16.780, 7.800, -6.444], [20.862, 5.031, -6.851], [22.737, 9.681, -4.043], [24.723, 11.819, -6.660], [20.874, 6.155, -0.802], [21.213, 4.766, -0.762], [18.648, 6.891, -5.563], [21.789, 2.260, -9.102], [20.213, 1.133, -6.296], [23.224, 7.004, -4.629], [23.633, 9.906, -8.366], [25.289, 10.131, -5.471], [22.316, 5.959, -7.106], [17.060, 6.934, -7.045], [25.599, 3.258, 0.059], [20.820, 3.990, -9.955], [15.352, 7.711, -1.914], [24.105, 4.964, -2.658], [25.676, 12.386, -4.630], [23.946, 12.206, -7.744], [14.210, 7.556, -5.750], [21.451, 8.171, -3.987], [23.016, 8.596, -2.681], [25.406, 13.991, -6.179], [26.685, 2.484, 0.553], [23.790, 13.241, -8.011], [19.107, 7.575, -7.084], [22.243, 9.081, -3.278], [19.244, 8.742, -1.641]]}

No. 3
{"formula": "C27H52FN10Ru", "method": "ωB97M-V/def2-TZVPD", "lumo_ev": [-9.62, -11.46], "total_charge": 3, "orbital_gap_ha": [0.250, 0.182], "multiplicity": 5, "homo_energy_ha": [-0.6037, -0.6030], "species": ["H", "C", "H", "H", "H", "Ru", "H", "H", "H", "C", "C", "H", "H", "C", "H", "H", "H", "N", "C", "H", "H", "H", "C", "N", "C", "H", "H", "H", "H", "C", "H", "H", "H", "H", "C", "C", "H", "C", "C", "H", "H", "H", "N", "C", "N", "H", "C", "C", "C", "N", "C", "H", "H", "C", "H", "H", "H", "H", "C", "H", "H", "N", "C", "H", "C", "H", "H", "H", "C", "H", "N", "H", "N", "C", "H", "H", "C", "H", "H", "C", "N", "C", "C", "H", "H", "F", "H", "H", "H", "N", "H"], "xyz": [[1.563, 3.400, 3.085], [2.074, -2.281, -1.629], [-1.534, 2.955, -5.479], [-3.115, -1.118, 1.512], [1.996, 3.861, 1.442], [0.392, 0.181, -0.043], [-2.703, -1.263, -1.837], [1.523, 1.036, -4.925], [4.462, -2.993, 0.176], [-0.580, 2.605, -5.083], [2.786, -4.401, -2.632], [4.482, -1.246, 0.343], [1.382, 2.214, 1.774], [-0.267, -2.428, -1.376], [0.054, 2.348, -5.932], [0.535, 5.654, 1.430], [-2.949, 3.497, 0.055], [-0.057, 3.698, 1.806], [-2.233, 0.825, 1.584], [-1.716, -0.422, -4.131], [3.541, -4.406, -3.420], [5.089, -1.166, -2.048], [4.027, 0.609, 2.291], [-0.690, 0.843, -1.932], [1.188, -3.020, -3.831], [-0.212, 5.435, 3.010], [-2.333, 1.649, -1.022], [1.796, 1.178, -1.122], [-2.679, 0.800, -4.999], [-1.079, 2.845, 1.677], [-3.602, -0.341, -0.648], [1.099, 2.859, -1.217], [-2.643, 4.867, 3.510], [-1.228, 0.134, -5.740], [1.706, 2.120, -1.752], [2.466, -0.787, 3.520], [4.014, -1.875, -3.253], [3.135, 0.669, 1.236], [1.581, -0.706, 2.461], [-0.077, -3.486, -1.585], [-4.258, 3.144, 1.227], [0.789, -2.010, -3.865], [1.983, -3.194, -2.636], [-2.559, 3.781, 3.398], [0.990, -1.734, -1.079], [2.735, 2.154, -4.294], [-2.127, -0.674, 1.325], [-3.331, 3.700, 1.055], [4.407, -1.990, -2.246], [1.109, 1.810, -3.017], [-2.603, -0.495, -1.068], [4.984, 1.102, 2.248], [2.620, 0.508, -3.640], [3.843, -2.093, 0.094], [-2.695, 1.004, -2.622], [-0.772, -2.709, 0.693], [4.991, -2.911, -2.197], [-3.076, 1.213, 1.001], [1.299, 3.267, 2.032], [3.430, 1.223, 0.355], [-1.212, 5.442, 1.539], [-0.846, 1.481, -4.210], [-0.262, 5.129, 1.961], [3.263, -4.544, -1.668], [-1.670, 0.443, -4.788], [2.701, 2.529, -1.919], [1.830, -3.165, -4.703], [-0.743, -1.991, -2.264], [3.680, -0.116, 3.426], [-1.424, -1.125, 2.032], [-0.995, 1.578, 1.301], [2.242, -1.368, 4.403], [-2.325, 3.389, 2.033], [-1.257, -2.339, -0.215], [-2.114, -2.992, -0.426], [3.025, -2.166, 0.805], [1.890, 0.034, 1.318], [2.118, -5.248, -2.807], [-3.592, 4.762, 1.108], [2.045, 1.356, -4.029], [3.345, -1.955, -1.255], [-2.123, 0.819, -1.709], [-0.180, 1.336, -3.040], [-0.116, 3.411, -4.521], [-1.751, 3.422, 4.033], [4.537, -0.185, 4.429], [0.378, -3.750, -3.891], [0.645, -1.250, 2.531], [-2.484, 0.953, 2.643], [-1.680, -0.958, -0.030], [-3.504, 3.353, 3.746]]}

No. 4
{"formula": "C27H52GaOP2Si", "method": "ωB97M-V/def2-TZVPD", "lumo_ev": [-3.50, -3.49], "total_charge": 1, "orbital_gap_ha": [0.206, 0.204], "multiplicity": 1, "homo_energy_ha": [-0.3350, -0.3320], "species": ["H", "H", "H", "H", "C", "C", "H", "H", "Si", "H", "H", "C", "H", "C", "H", "C", "C", "H", "C", "P", "H", "H", "C", "H", "H", "C", "H", "H", "H", "C", "C", "H", "H", "C", "C", "C", "C", "H", "H", "C", "H", "C", "H", "H", "P", "C", "Ga", "C", "H", "H", "H", "H", "H", "C", "H", "H", "C", "H", "C", "H", "H", "H", "H", "H", "C", "C", "O", "H", "H", "C", "C", "H", "H", "C", "H", "H", "H", "H", "H", "H", "H", "H", "H", "H"], "xyz": [[-2.573, 1.106, 3.938], [3.687, 3.108, 0.649], [-0.180, -2.319, -1.709], [1.118, 2.530, -4.490], [0.846, 1.470, -4.690], [1.358, 0.639, -3.567], [0.910, -4.168, 0.397], [-2.929, -0.775, -3.946], [-1.283, 2.046, 1.941], [0.647, 3.318, 3.030], [3.784, -2.195, 3.814], [-0.142, 2.300, -1.681], [-0.873, 1.390, 4.399], [-0.283, -2.907, 2.567], [3.740, -2.333, 2.059], [3.295, -1.829, 2.910], [-3.585, 0.202, -1.392], [-2.318, -3.094, 2.001], [-1.574, 0.898, -3.921], [-2.051, -0.663, -1.881], [-2.010, 2.699, 4.272], [-1.434, -1.529, 5.388], [1.122, 2.950, -1.152], [-2.807, 3.021, 0.213], [-4.113, -0.597, -0.844], [1.838, -2.060, 2.957], [-1.010, 2.335, -5.368], [2.086, 1.208, -2.950], [-1.427, -1.575, -5.413], [-1.054, -1.589, -4.366], [0.933, -1.415, 3.827], [-1.634, -4.558, 2.693], [3.509, -0.762, 2.834], [1.090, -2.998, 2.177], [-1.410, -3.702, 2.047], [-1.705, 1.760, 3.782], [-0.692, 1.330, -4.991], [2.340, -0.265, 4.938], [-1.842, -3.047, -1.865], [-1.896, -0.501, -3.651], [-2.418, -2.219, 4.079], [-0.115, 3.535, 2.264], [1.778, 3.392, -1.940], [-3.720, 2.082, 1.432], [2.140, 1.501, -0.225], [3.317, 0.462, -1.174], [-0.247, 0.440, -0.977], [1.157, -0.704, -3.375], [2.561, -3.554, 0.736], [-1.101, 2.753, -1.520], [0.916, -2.540, -4.353], [1.904, -4.924, 1.672], [3.839, -0.228, -0.480], [1.254, -0.379, 4.822], [0.841, -0.625, 5.817], [-2.419, 1.575, -3.808], [-2.899, 2.799, 1.284], [0.760, -1.075, -5.397], [-1.243, -2.252, -1.411], [1.700, -1.301, -2.660], [0.851, 3.731, -0.397], [2.245, 2.901, 1.748], [-1.209, -4.097, 1.049], [-0.675, 4.401, 2.662], [-1.588, -1.548, 4.302], [2.982, 2.378, 1.106], [-0.794, 0.809, 0.966], [3.522, 1.631, 1.712], [-3.288, 1.018, -0.747], [0.489, -1.505, -4.415], [-0.369, -1.954, 3.594], [-0.014, 1.883, -2.696], [-1.303, -2.560, -3.904], [1.638, -3.947, 1.206], [-3.196, 3.736, 1.785], [4.011, 1.041, -1.793], [-1.894, -0.545, 4.001], [0.853, 0.611, 4.544], [0.389, 3.899, 1.365], [-4.208, 0.578, -2.254], [2.726, -0.196, -1.830], [1.394, 1.257, -5.637], [-0.761, 0.604, -5.810], [-1.286, -2.293, -0.298]]}

No. 5
{"formula": "C27H52IN4O6S", "method": "ωB97M-V/def2-TZVPD", "lumo_ev": [2.19, 1.46], "total_charge": -1, "orbital_gap_ha": [0.238, 0.211], "multiplicity": 3, "homo_energy_ha": [-0.1572, -0.1572], "species": ["H", "H", "H", "H", "C", "C", "I", "H", "C", "O", "C", "H", "H", "O", "H", "C", "H", "C", "C", "C", "O", "H", "N", "H", "H", "C", "C", "H", "C", "H", "H", "H", "C", "C", "H", "H", "H", "H", "C", "H", "C", "H", "H", "H", "H", "H", "C", "H", "H", "H", "C", "H", "H", "H", "H", "H", "C", "H", "H", "H", "C", "H", "H", "H", "H", "O", "H", "O", "S", "N", "H", "C", "C", "C", "C", "H", "H", "H", "C", "C", "H", "H", "O", "N", "N", "H", "H", "C", "C", "H", "H"], "xyz": [[0.949, -6.275, 5.964], [-7.074, 3.394, -0.312], [6.667, 4.010, -5.105], [-1.959, 3.717, 0.764], [-4.581, 0.007, 0.459], [5.716, 3.534, -5.370], [-2.851, -2.421, -0.394], [-1.474, -0.156, 2.823], [-0.378, -4.127, 6.972], [-0.676, -3.339, 3.454], [1.155, -3.529, 4.916], [2.679, -4.641, 6.082], [0.682, 2.087, -1.415], [-3.312, 1.618, -2.374], [-8.448, 3.018, 0.935], [5.406, 2.441, -4.354], [1.762, 4.328, -7.120], [-7.755, 2.529, 0.109], [-0.081, 2.749, 0.691], [0.563, -3.128, 6.305], [0.851, 2.329, 1.554], [1.377, -2.893, 7.004], [-2.075, 0.393, 0.327], [0.200, -4.915, 7.467], [-1.162, 2.656, -1.314], [-0.779, 0.464, -0.450], [3.735, 0.704, -3.544], [2.224, 2.695, -6.863], [2.436, -4.408, 5.039], [-1.950, -5.510, 6.487], [-0.727, -0.243, -1.389], [6.169, 1.655, -4.429], [-0.648, -5.310, 4.741], [2.287, 5.352, -5.019], [-5.286, 1.921, -0.687], [2.518, -1.792, 4.905], [3.315, -3.928, 4.595], [-1.193, -6.387, 2.898], [4.000, 1.101, -5.940], [0.721, -7.002, 4.369], [-6.892, 1.311, 0.811], [0.930, -1.405, 4.265], [2.626, 5.828, -4.092], [4.246, 1.740, -6.787], [-2.236, -6.760, 4.275], [2.744, 0.258, -3.697], [4.622, 4.596, -5.420], [3.389, 3.814, -7.584], [-1.068, 3.979, 2.144], [-0.435, -7.290, 5.675], [3.144, 4.093, -5.397], [4.476, -0.095, -3.654], [3.800, 1.045, -2.504], [-2.096, -3.961, 5.685], [-0.009, -2.197, 6.192], [-2.443, -5.239, 3.424], [1.693, -2.190, 4.298], [-8.199, 2.459, -1.860], [4.788, 5.229, -6.302], [-6.272, 1.824, 1.690], [-3.388, 0.342, -1.987], [-0.933, -3.621, 7.770], [5.869, 3.104, -6.365], [4.755, 0.304, -5.945], [5.504, 2.851, -3.339], [-8.548, 2.021, -1.022], [-4.980, -1.029, 0.894], [2.838, 3.356, -3.186], [-1.736, -0.802, 1.604], [2.928, 2.903, -4.514], [0.070, 0.069, 0.290], [0.203, -6.526, 5.211], [-3.205, -0.229, -0.462], [-5.737, 0.880, -0.318], [2.616, 3.712, -6.814], [1.226, 5.098, -4.906], [-4.270, 0.654, 1.412], [2.359, -5.349, 4.493], [-1.367, -4.729, 5.981], [3.995, 1.845, -4.572], [-7.536, 0.404, 1.175], [2.074, -2.341, 3.281], [-3.706, -0.654, -3.044], [-0.967, 3.922, 1.091], [0.191, -4.274, 4.046], [3.029, 0.630, -6.143], [4.788, 5.248, -4.551], [-1.689, -5.953, 3.776], [-0.315, 2.032, -0.801], [-6.246, 0.280, -1.200], [2.362, 6.117, -5.803]]}

> What is the formula in the second record?

C27H51NO23S2